{
  "formula": "C33H42BrCaN4O5SSb",
  "method": "ωB97M-V/def2-TZVPD",
  "symbols": ["Ca", "C", "C", "C", "C", "C", "C", "H", "H", "H", "H", "H", "H", "Br", "C", "C", "C", "C", "C", "N", "C", "O", "O", "H", "H", "H", "C", "C", "C", "C", "Sb", "C", "C", "C", "C", "C", "C", "C", "C", "H", "H", "H", "H", "H", "H", "H", "H", "H", "H", "H", "H", "H", "H", "H", "H", "H", "H", "H", "H", "H", "H", "H", "H", "H", "H", "H", "O", "S", "O", "O", "C", "N", "C", "C", "C", "N", "C", "C", "C", "N", "C", "C", "H", "H", "H", "H", "H", "H"],
  "xyz": [[0.050, -0.330, -0.052], [-1.635, -0.632, 3.059], [-2.425, -1.399, 2.216], [-3.194, -0.780, 1.240], [-3.170, 0.600, 1.108], [-2.375, 1.366, 1.949], [-1.608, 0.749, 2.925], [-1.074, -1.107, 3.850], [-2.478, -2.471, 2.359], [-3.862, -1.370, 0.624], [-3.797, 1.087, 0.371], [-2.368, 2.444, 1.861], [-1.014, 1.344, 3.603], [1.833, -0.156, 3.313], [2.911, 0.230, 1.791], [4.228, 0.599, 1.969], [4.976, 0.869, 0.827], [4.367, 0.751, -0.410], [3.032, 0.369, -0.471], [2.306, 0.104, 0.624], [2.334, 0.174, -1.811], [2.990, 0.296, -2.828], [1.108, -0.158, -1.740], [4.655, 0.669, 2.956], [6.011, 1.157, 0.914], [4.897, 0.944, -1.329], [-2.840, -4.191, -0.505], [-2.647, -3.753, -1.949], [-3.717, -2.722, -2.293], [-2.773, -4.976, -2.847], [-0.690, -2.527, -2.021], [0.975, -3.993, -1.572], [0.986, -4.168, -0.060], [0.732, -5.320, -2.269], [2.324, -3.421, -1.975], [-0.560, -1.842, -4.185], [-1.319, -2.741, -5.151], [0.897, -1.765, -4.604], [-1.159, -0.444, -4.212], [-3.791, -4.712, -0.395], [-2.849, -3.330, 0.159], [-2.058, -4.878, -0.187], [-4.714, -3.148, -2.166], [-3.623, -2.394, -3.326], [-3.630, -1.849, -1.639], [-3.830, -5.211, -2.983], [-2.306, -5.848, -2.397], [-2.340, -4.825, -3.828], [0.041, -4.557, 0.318], [1.204, -3.210, 0.430], [1.773, -4.872, 0.221], [-0.155, -5.811, -1.879], [1.579, -5.988, -2.109], [0.602, -5.179, -3.340], [2.483, -2.432, -1.546], [2.443, -3.346, -3.050], [3.119, -4.071, -1.607], [-0.942, -3.763, -5.140], [-1.177, -2.350, -6.160], [-2.391, -2.755, -4.957], [1.332, -2.757, -4.721], [1.485, -1.186, -3.896], [0.966, -1.260, -5.568], [-2.175, -0.422, -3.816], [-1.193, -0.104, -5.248], [-0.533, 0.243, -3.647], [3.701, 7.062, -1.074], [2.902, 8.162, -1.572], [2.059, 8.806, -0.569], [3.562, 9.037, -2.510], [1.476, 7.374, -2.417], [0.671, 8.098, -3.175], [-0.528, 7.601, -3.414], [-0.974, 6.412, -2.843], [-0.042, 5.716, -2.076], [1.188, 6.200, -1.904], [-0.258, 4.422, -1.426], [-1.190, 3.475, -1.857], [-1.217, 2.239, -1.243], [-0.426, 1.897, -0.226], [0.441, 2.818, 0.207], [0.573, 4.070, -0.354], [-1.164, 8.193, -4.061], [-1.993, 6.079, -2.962], [-1.861, 3.688, -2.675], [-1.911, 1.474, -1.574], [1.050, 2.530, 1.058], [1.314, 4.781, -0.016]],
  "forces_ev_per_a": [[-1.78, -0.59, 2.49], [0.02, -0.07, 0.05], [0.05, -0.18, 0.06], [-0.19, 0.00, -0.11], [-0.11, 0.05, -0.06], [-0.04, 0.06, 0.14], [-0.05, 0.14, 0.03], [0.07, -0.06, 0.02], [0.02, -0.01, -0.06], [0.07, 0.01, -0.04], [0.02, -0.02, -0.02], [0.01, 0.00, -0.04], [0.05, 0.04, 0.00], [0.16, 0.00, -0.10], [-0.09, -0.10, 0.35], [0.15, 0.05, -0.14], [-0.41, -0.13, 0.12], [-0.14, 0.00, -0.04], [0.41, 0.02, -0.19], [0.47, 0.09, 0.11], [1.25, 0.26, -0.76], [0.05, 0.08, 0.23], [0.38, 0.04, -1.28], [-0.03, 0.02, 0.06], [0.10, 0.06, -0.01], [-0.05, 0.00, -0.10], [0.21, 0.15, -0.06], [0.62, 0.32, 0.10], [0.32, 0.11, -0.03], [0.22, 0.13, -0.03], [-0.73, -1.19, -0.75], [-0.37, 0.26, -0.23], [-0.25, 0.17, -0.06], [-0.14, 0.13, 0.00], [-0.06, 0.21, -0.13], [-0.06, -0.36, 0.39], [0.00, -0.07, 0.22], [0.08, -0.06, 0.25], [0.01, -0.03, 0.26], [-0.21, -0.07, -0.01], [0.05, 0.02, 0.19], [0.06, -0.07, 0.10], [-0.10, -0.07, 0.04], [-0.11, 0.12, -0.06], [-0.09, 0.04, -0.10], [-0.15, -0.06, 0.00], [0.10, -0.08, -0.01], [0.00, -0.04, -0.21], [-0.03, 0.04, 0.11], [0.00, -0.13, 0.13], [0.09, -0.03, 0.05], [-0.12, -0.10, 0.00], [0.14, -0.09, 0.01], [0.03, -0.09, -0.12], [0.08, 0.05, -0.02], [0.02, 0.07, -0.10], [0.06, -0.13, 0.10], [0.00, -0.07, -0.03], [0.01, 0.04, -0.12], [-0.02, -0.07, -0.01], [0.03, -0.05, -0.04], [0.12, -0.02, -0.09], [-0.04, 0.05, -0.16], [-0.10, 0.04, 0.00], [-0.01, 0.10, -0.12], [-0.01, 0.13, 0.04], [0.05, 0.01, -0.03], [-0.39, -0.01, -0.08], [0.34, 0.15, 0.08], [-0.07, 0.01, -0.03], [0.68, 0.45, 0.79], [-0.09, 0.32, -0.69], [-0.01, -0.13, 0.16], [0.12, -0.24, 0.25], [0.27, 0.97, -0.77], [-0.54, -1.00, 0.21], [-0.05, -0.78, 0.33], [0.14, 0.21, 0.15], [-0.21, 0.04, -0.07], [-0.03, 0.83, -0.25], [0.14, 0.26, 0.21], [-0.21, -0.01, -0.18], [-0.14, -0.03, 0.00], [-0.12, -0.06, -0.08], [-0.01, -0.02, -0.10], [-0.08, -0.03, -0.14], [0.08, 0.02, -0.03], [0.04, -0.01, 0.05]],
  "total_energy_ha": -5768.0091,
  "homo_energy_ha": -0.2634,
  "de_lowest_kcal_mol": 42.4,
  "total_charge": 0,
  "homo_lumo_gap_ev": 6.1111
}

=====

{
  "formula": "C4H14N2O",
  "method": "ωB97M-V/def2-TZVPD",
  "symbols": ["N", "C", "C", "N", "C", "C", "H", "H", "H", "H", "H", "H", "H", "H", "H", "H", "H", "H", "H", "H", "O"],
  "xyz": [[-0.662, -2.366, 0.311], [-1.427, -1.230, 0.844], [-0.478, -0.059, 1.055], [-0.058, 0.518, -0.182], [-0.693, 1.601, -0.860], [-0.516, 1.550, -2.397], [-1.208, -3.181, 0.058], [-0.092, -2.704, 1.082], [-1.884, -1.599, 1.780], [-2.315, -1.020, 0.239], [-0.714, 0.749, 1.749], [0.407, -0.554, 1.477], [0.928, 0.369, -0.391], [-1.797, 1.522, -0.723], [-0.577, 2.578, -0.381], [-1.377, 2.182, -2.657], [-0.554, 0.477, -2.584], [0.467, 1.845, -2.779], [4.173, 0.095, 0.761], [4.379, -0.814, 1.899], [3.998, 0.041, 1.699]],
  "forces_ev_per_a": [[0.76, 0.39, -0.02], [-1.74, -1.66, 0.53], [0.96, -0.92, 0.60], [0.86, 1.29, 0.36], [-1.77, -0.42, -0.56], [0.54, -0.11, 1.56], [-0.45, 0.35, -0.18], [0.19, -0.03, -0.20], [0.28, 1.05, 0.20], [0.45, 0.26, -0.33], [-0.83, -0.04, -0.08], [0.02, 0.38, -0.05], [-0.14, -0.24, -0.49], [0.54, -0.54, 0.32], [0.99, 0.06, 0.20], [0.59, -0.56, -1.13], [-0.84, 0.17, -0.81], [-0.38, 0.58, 0.16], [0.13, 0.35, -0.37], [0.13, -0.30, 0.48], [-0.31, -0.07, -0.17]],
  "total_energy_ha": -345.2131,
  "homo_energy_ha": [-0.5001, -0.4997],
  "de_lowest_kcal_mol": 19.4,
  "total_charge": 1,
  "homo_lumo_gap_ev": [10.6758, 6.1167],
  "multiplicity": 2
}